1.
Formula: C6H12NO
Source: the Open Molecules 2025 dataset
Level of theory: the ωB97M-V functional and the def2-TZVPD basis

```
! RIJCOSX wB97M-V def2-TZVPD def2/J DEFGRID3
* xyz -1 1
C -2.232 -0.595 1.451
O -3.350 -0.727 0.911
C -0.914 -0.009 0.031
C -0.253 -1.213 -0.622
C 0.767 -0.121 -0.661
C 1.967 -0.102 0.011
C 2.798 1.149 0.016
N -1.846 0.665 -0.831
H -1.688 -1.509 1.692
H -1.975 0.185 2.175
H -0.509 0.716 0.711
H 0.160 -2.067 -0.082
H -0.666 -1.432 -1.591
H 0.756 0.495 -1.539
H 2.142 -0.813 0.816
H 3.317 1.311 -0.938
H 2.310 2.105 0.179
H 3.567 1.037 0.786
H -1.591 0.705 -1.807
H -2.760 0.221 -0.708
*
```

E_tot = -9950.36218 eV
ΔE to the lowest compared entry with this formula, charge and spin = 287.9 kJ/mol
LUMO = 4.14 eV

2.
Formula: C27H32N4O6S
Source: the Open Molecules 2025 dataset
Level of theory: the ωB97M-V functional and the def2-TZVPD basis

```
! RIJCOSX wB97M-V def2-TZVPD def2/J DEFGRID3
* xyz 0 1
C 0.803 -0.472 -3.183
C 0.806 0.772 -2.356
C 0.341 1.966 -2.903
C 0.289 3.134 -2.163
C 0.730 3.118 -0.854
S 0.450 4.525 0.222
O 0.538 5.764 -0.489
O 1.252 4.360 1.400
N -1.171 4.312 0.662
C -1.563 2.962 0.714
C -1.195 1.995 1.610
C -0.408 2.106 2.863
N -1.661 0.796 1.173
C -1.725 -0.414 1.943
N -2.388 0.995 0.014
C -2.743 -0.036 -0.868
C -3.908 0.108 -1.616
C -4.264 -0.870 -2.525
C -3.476 -1.998 -2.688
C -2.315 -2.136 -1.946
C -1.940 -1.159 -1.043
C -2.302 2.337 -0.352
O -2.761 2.824 -1.376
C 1.201 1.958 -0.283
C 1.249 0.782 -1.027
C 1.713 -0.428 -0.305
O 1.404 -0.683 0.838
O 2.554 -1.185 -1.016
C 2.936 -2.392 -0.384
C 1.691 -3.286 -0.253
O 0.687 -3.016 -0.885
N 1.783 -4.360 0.549
C 0.571 -5.084 0.887
C 0.138 -4.707 2.304
C 1.267 -4.985 3.294
C 2.548 -4.262 2.867
C 3.707 -4.576 3.806
C 2.884 -4.680 1.428
H 0.588 -1.351 -2.581
H 1.784 -0.611 -3.637
H 0.064 -0.396 -3.977
H -0.014 1.969 -3.922
H -0.098 4.050 -2.581
H -1.751 4.813 0.000
H -1.065 2.094 3.734
H 0.143 3.043 2.851
H 0.288 1.274 2.943
H -2.473 -1.077 1.511
H -2.003 -0.190 2.974
H -0.752 -0.913 1.933
H -4.508 0.994 -1.492
H -5.165 -0.751 -3.108
H -3.761 -2.762 -3.396
H -1.677 -2.997 -2.071
H -1.017 -1.269 -0.499
H 1.539 1.975 0.741
H 3.684 -2.852 -1.031
H 3.355 -2.165 0.602
H -0.197 -4.815 0.160
H 0.774 -6.157 0.820
H -0.754 -5.273 2.576
H -0.112 -3.645 2.322
H 0.974 -4.659 4.293
H 1.460 -6.060 3.336
H 2.360 -3.183 2.875
H 3.461 -4.280 4.822
H 4.605 -4.043 3.502
H 3.922 -5.642 3.803
H 3.804 -4.208 1.085
H 3.032 -5.765 1.393
*
```

E_tot = -57599.87643 eV
ΔE to the lowest compared entry with this formula, charge and spin = 218.5 kJ/mol
LUMO = 0.44 eV

3.
Formula: C19H17N3O3S
Source: the Open Molecules 2025 dataset
Level of theory: the ωB97M-V functional and the def2-TZVPD basis

```
! RIJCOSX wB97M-V def2-TZVPD def2/J DEFGRID3
* xyz 0 1
C -0.365 3.266 -2.886
O -1.500 2.461 -2.495
C -1.089 1.383 -1.884
C -0.379 1.348 -0.664
C -0.118 0.110 -0.037
C -0.357 -1.127 -0.634
C -1.069 -1.063 -1.895
C -1.344 0.126 -2.494
C -1.865 0.057 -3.844
C -2.964 -0.632 -4.175
N -3.261 -0.239 -5.533
C -2.366 0.648 -5.832
O -1.484 0.905 -4.841
C 0.055 -2.353 0.007
O -0.140 -3.407 -0.579
N 0.780 -2.288 1.215
C 0.813 -3.579 1.885
C 0.794 -1.085 1.984
C 2.233 -0.659 2.322
C 2.053 0.227 3.502
C 2.666 1.508 3.863
C 1.839 2.318 4.558
S 0.287 1.599 4.805
C 0.824 0.109 3.983
C -0.063 -0.802 3.192
N 0.468 0.119 1.190
H 0.206 3.581 -2.065
H -0.794 4.128 -3.423
H 0.316 2.562 -3.498
H -0.052 2.306 -0.218
H -1.349 -2.020 -2.403
H -3.595 -1.231 -3.536
H -2.273 0.933 -6.907
H 1.008 -3.247 2.930
H 1.666 -4.281 1.594
H -0.131 -4.131 1.845
H 2.775 -0.036 1.530
H 2.819 -1.546 2.536
H 3.639 1.764 3.655
H 2.166 3.292 4.894
H -0.261 -1.621 3.829
H -0.999 -0.395 2.769
H 0.409 0.991 1.755
*
```

E_tot = -41424.01263 eV
ΔE to the lowest compared entry with this formula, charge and spin = 358.9 kJ/mol
LUMO = 0.43 eV

4.
Formula: C3H4N2O3
Source: the Open Molecules 2025 dataset
Level of theory: the ωB97M-V functional and the def2-TZVPD basis

```
! RIJCOSX wB97M-V def2-TZVPD def2/J DEFGRID3
* xyz 0 1
C -1.279 0.226 -0.739
C -0.194 1.020 -0.827
C -0.716 -1.135 -0.268
N 1.017 0.328 -0.464
N 0.683 -0.849 0.018
O -1.228 -2.242 -0.270
O 2.065 1.019 0.059
O -0.068 -0.437 1.597
H -2.301 0.482 -0.979
H -0.025 2.040 -1.101
H 2.012 0.889 0.993
H 0.034 -1.341 1.980
*
```

E_tot = -12292.95315 eV
ΔE to the lowest compared entry with this formula, charge and spin = 583.0 kJ/mol
LUMO (alpha / beta) = -0.71 / -0.71 eV

5.
Formula: C18H16N4O4
Source: the Open Molecules 2025 dataset
Level of theory: the ωB97M-V functional and the def2-TZVPD basis

```
! RIJCOSX wB97M-V def2-TZVPD def2/J DEFGRID3
* xyz 0 1
C -0.209 -0.467 3.255
C 0.241 0.094 1.914
C -0.660 -0.467 0.796
O -1.692 0.071 0.469
N -0.208 -1.619 0.268
C -0.955 -2.346 -0.732
C -1.679 -3.551 -0.137
O -2.557 -4.156 -0.682
O -1.193 -3.895 1.063
C -0.055 -2.849 -1.839
C 0.955 -3.758 -1.545
C 1.787 -4.225 -2.546
C 1.615 -3.790 -3.849
C 0.609 -2.886 -4.147
C -0.224 -2.417 -3.146
N 0.129 1.540 1.870
N -0.431 2.156 2.902
N -0.625 3.382 2.909
C -0.289 4.154 1.824
C -0.546 5.530 1.856
C -0.216 6.307 0.770
C 0.371 5.739 -0.363
C 0.631 4.389 -0.411
C 0.306 3.585 0.682
C 0.550 2.149 0.687
O 1.073 1.491 -0.191
H -1.249 -0.208 3.430
H -0.105 -1.549 3.249
H 0.390 -0.049 4.060
H 1.287 -0.161 1.703
H 0.665 -2.017 0.573
H -1.713 -1.663 -1.132
H -1.672 -4.665 1.408
H 1.087 -4.110 -0.531
H 2.568 -4.933 -2.310
H 2.262 -4.157 -4.632
H 0.472 -2.545 -5.162
H -1.007 -1.712 -3.378
H -1.004 5.948 2.738
H -0.413 7.368 0.789
H 0.621 6.368 -1.205
H 1.082 3.924 -1.275
*
```

E_tot = -33076.44904 eV
ΔE to the lowest compared entry with this formula, charge and spin = 0.0 kJ/mol
LUMO = 0.16 eV

6.
Formula: C10H17B2Br3ClN4O6
Source: the Open Molecules 2025 dataset
Level of theory: the ωB97M-V functional and the def2-TZVPD basis

```
! RIJCOSX wB97M-V def2-TZVPD def2/J DEFGRID3
* xyz 1 1
C 0.785 -0.436 1.371
O 1.097 0.857 0.798
B 0.251 1.369 -0.092
O -0.583 2.416 0.157
N 0.148 0.777 -1.496
C -0.836 0.265 -2.283
N -2.125 0.228 -1.954
C -3.026 -0.391 -2.930
C -3.355 0.526 -4.098
O -3.889 1.567 -3.969
Br -2.891 -0.153 -5.842
B -2.831 0.748 -0.722
C -2.674 0.121 0.689
O -3.613 1.849 -0.898
N -0.356 -0.158 -3.460
C 0.930 0.117 -3.422
Cl 1.951 -0.252 -4.690
N 1.305 0.676 -2.267
C 2.663 1.058 -1.910
C 3.495 -0.106 -1.389
O 4.580 -0.296 -1.834
O 2.911 -0.883 -0.457
H -0.033 -0.343 2.078
H 0.535 -1.136 0.577
H 1.657 -0.783 1.904
H -0.187 3.294 0.154
H -3.985 -0.568 -2.446
H -2.659 -1.353 -3.259
H -2.167 0.859 1.313
H -2.122 -0.811 0.740
H -3.660 0.013 1.130
H -4.535 1.683 -1.123
H 3.172 1.349 -2.820
H 2.684 1.919 -1.250
H 3.027 -1.806 -0.727
Br -0.043 -0.591 4.699
C 1.164 -1.418 5.985
C 2.547 -1.571 5.415
Br 2.639 -3.016 4.115
H 0.715 -2.364 6.264
H 1.178 -0.753 6.845
H 3.253 -1.832 6.199
H 2.885 -0.675 4.906
*
```

E_tot = -252891.53527 eV
LUMO = -3.23 eV

7.
Formula: CH4NOP
Source: the Open Molecules 2025 dataset
Level of theory: the ωB97M-V functional and the def2-TZVPD basis

```
! RIJCOSX wB97M-V def2-TZVPD def2/J DEFGRID3
* xyz 0 1
C 1.676 -0.057 0.030
N 0.433 -0.032 -0.170
O -0.414 -0.716 0.695
P -2.249 -0.330 0.109
H 2.220 0.568 -0.679
H 2.065 -0.336 1.058
H -1.862 -0.170 -1.187
H -1.869 1.073 0.142
*
```

E_tot = -13924.72982 eV
ΔE to the lowest compared entry with this formula, charge and spin = 367.0 kJ/mol
LUMO = 0.11 eV

8.
Formula: C52H137N11O15
Source: the Open Molecules 2025 dataset
Level of theory: the ωB97M-V functional and the def2-TZVPD basis

```
! RIJCOSX wB97M-V def2-TZVPD def2/J DEFGRID3
* xyz 0 1
C 0.871 -11.100 12.541
O 1.077 -11.661 13.808
C 2.427 -11.486 14.272
C 2.549 -12.147 15.697
C 2.284 -13.668 15.822
N 1.690 -11.383 16.479
H 1.265 -10.089 12.438
H -0.204 -10.981 12.403
H 1.285 -11.769 11.787
H 3.052 -12.045 13.575
H 2.732 -10.445 14.377
H 3.546 -11.951 16.091
H 2.125 -14.089 16.815
H 2.996 -14.240 15.227
H 1.318 -13.855 15.353
H 0.951 -10.961 15.936
H 1.109 -11.991 17.039
C 3.371 -24.509 24.238
O 3.698 -23.141 24.289
C 2.946 -22.177 23.644
C 1.987 -21.387 24.599
C 1.130 -22.228 25.513
N 1.072 -20.570 23.737
H 3.429 -25.065 23.302
H 2.358 -24.507 24.640
H 3.858 -25.142 24.980
H 3.564 -21.515 23.037
H 2.385 -22.725 22.887
H 2.685 -20.854 25.245
H 1.756 -22.813 26.187
H 0.631 -22.904 24.818
H 0.476 -21.598 26.116
H 0.428 -21.073 23.143
H 0.528 -19.910 24.274
C -4.114 -18.477 23.427
O -2.625 -18.374 23.617
C -1.804 -17.888 22.504
C -0.401 -17.472 23.109
C -0.692 -16.557 24.359
N 0.390 -16.703 22.238
H -4.601 -18.456 24.402
H -4.442 -19.349 22.861
H -4.481 -17.621 22.859
H -1.699 -18.687 21.771
H -2.254 -16.996 22.067
H 0.051 -18.421 23.396
H -1.692 -16.170 24.553
H -0.102 -15.642 24.301
H -0.410 -17.056 25.286
H 1.045 -17.267 21.716
H -0.338 -16.614 21.543
C -0.924 -15.292 13.538
O -0.067 -16.454 13.379
C 0.757 -16.714 14.465
C 1.522 -18.034 14.252
C 0.542 -19.161 14.278
N 2.551 -18.169 15.289
H -0.255 -14.449 13.366
H -1.368 -15.296 14.533
H -1.657 -15.173 12.740
H 1.525 -15.949 14.582
H 0.296 -16.758 15.452
H 2.117 -18.010 13.339
H -0.199 -19.011 15.063
H 1.159 -20.059 14.291
H -0.038 -19.209 13.356
H 3.150 -17.357 15.235
H 3.172 -18.945 15.114
C 9.635 -19.849 17.616
O 8.283 -19.760 17.160
C 7.396 -20.295 18.106
C 5.975 -19.829 17.617
C 5.903 -18.244 17.576
N 4.815 -20.243 18.429
H 10.260 -19.487 16.799
H 9.953 -20.884 17.740
H 9.931 -19.293 18.505
H 7.332 -21.383 18.135
H 7.510 -19.958 19.136
H 5.786 -20.414 16.717
H 6.493 -17.803 16.772
H 6.357 -17.728 18.422
H 4.947 -17.787 17.322
H 5.047 -20.626 19.334
H 4.399 -21.041 17.970
C -3.588 -13.190 17.405
O -4.267 -14.178 18.196
C -5.214 -13.575 19.061
C -6.288 -14.563 19.273
C -7.410 -14.063 20.242
N -5.780 -15.690 20.076
H -3.153 -12.370 17.977
H -4.172 -12.741 16.602
H -2.799 -13.668 16.826
H -4.703 -13.005 19.836
H -5.891 -12.814 18.672
H -6.708 -14.911 18.329
H -6.988 -13.665 21.164
H -8.256 -14.739 20.369
H -7.999 -13.219 19.883
H -5.594 -15.386 21.021
H -4.858 -15.916 19.732
C 0.514 -21.460 17.157
O -0.155 -22.481 17.945
C 0.425 -23.815 17.584
C -0.413 -25.021 18.189
C 0.435 -26.298 18.254
N -1.654 -25.250 17.477
H 0.682 -21.779 16.128
H 1.487 -21.286 17.618
H -0.007 -20.504 17.111
H 0.758 -24.165 16.607
H 1.322 -23.906 18.195
H -0.607 -24.734 19.223
H -0.147 -27.128 18.657
H 1.322 -26.133 18.864
H 0.766 -26.667 17.283
H -2.314 -24.512 17.677
H -1.976 -26.147 17.813
C 3.055 -18.287 20.911
O 1.942 -18.100 20.112
C 2.132 -16.976 19.150
C 0.876 -17.000 18.266
N -0.376 -16.887 18.938
C -1.476 -16.417 18.030
C -2.727 -16.605 18.848
O -2.771 -17.912 19.388
C -4.010 -18.325 19.921
H 3.480 -17.456 21.475
H 3.869 -18.656 20.288
H 2.760 -19.125 21.542
H 3.017 -17.096 18.525
H 2.207 -15.958 19.532
H 0.848 -18.050 17.973
H 0.973 -16.256 17.475
H -0.664 -17.762 19.352
H -1.498 -17.009 17.115
H -1.321 -15.413 17.636
H -3.590 -16.506 18.190
H -2.724 -15.835 19.620
H -4.698 -18.387 19.077
H -4.412 -17.654 20.680
H -3.945 -19.252 20.491
C -2.529 -22.549 15.156
O -2.627 -21.238 15.900
C -3.975 -20.837 16.082
C -4.653 -19.817 15.167
N -4.267 -20.083 13.817
C -4.254 -18.959 12.891
C -5.597 -18.383 12.573
O -5.445 -17.480 11.390
C -6.590 -17.488 10.519
H -1.507 -22.912 15.261
H -2.665 -22.332 14.096
H -3.356 -23.235 15.339
H -4.098 -20.423 17.083
H -4.673 -21.666 16.194
H -4.409 -18.792 15.448
H -5.738 -19.809 15.070
H -3.373 -20.543 13.913
H -4.070 -19.516 11.973
H -3.509 -18.176 13.030
H -6.036 -17.806 13.388
H -6.337 -19.103 12.223
H -6.957 -18.477 10.246
H -6.393 -16.918 9.611
H -7.507 -17.163 11.011
C -8.833 -17.617 20.656
O -9.050 -19.043 20.772
C -8.536 -19.719 21.972
C -7.046 -19.699 21.988
N -6.491 -20.491 20.911
C -6.476 -21.939 21.246
C -6.270 -22.701 19.952
O -4.850 -23.007 19.756
C -3.787 -22.038 19.978
H -9.480 -17.130 19.926
H -7.783 -17.477 20.395
H -9.279 -17.137 21.527
H -8.841 -20.765 21.981
H -8.898 -19.170 22.841
H -6.603 -20.045 22.922
H -6.593 -18.715 21.867
H -7.081 -20.319 20.110
H -7.375 -22.254 21.775
H -5.636 -22.214 21.884
H -6.684 -22.143 19.112
H -6.875 -23.606 20.006
H -2.813 -22.513 20.091
H -3.896 -21.497 20.918
H -3.799 -21.166 19.323
C -0.169 -17.415 29.206
O 1.081 -16.842 28.803
C 2.175 -17.686 28.317
C 3.217 -16.756 27.737
N 2.813 -16.020 26.508
C 2.865 -16.700 25.242
C 4.194 -17.313 24.931
O 4.132 -18.678 25.425
C 5.244 -19.431 25.147
H -0.007 -17.931 30.152
H -0.578 -18.134 28.496
H -0.903 -16.662 29.493
H 1.831 -18.435 27.604
H 2.627 -18.277 29.114
H 4.138 -17.235 27.405
H 3.421 -15.972 28.466
H 1.949 -15.511 26.628
H 2.359 -16.150 24.449
H 2.040 -17.409 25.175
H 5.033 -16.770 25.366
H 4.310 -17.359 23.848
H 6.200 -18.963 25.378
H 5.277 -19.724 24.097
H 5.180 -20.337 25.750
*
```

E_tot = -103231.75352 eV
ΔE to the lowest compared entry with this formula, charge and spin = 809.2 kJ/mol
LUMO = 0.49 eV